C2H7N in the gas phase, computed with wB97M-V/def2-TZVPD.

Geometry (Å):
C (1.13661, -0.27649, 0.09871)
C (-0.18332, 0.51826, 0.00485)
H (1.96291, 0.32598, -0.41731)
H (1.48557, -0.32526, 1.17990)
H (0.94629, -1.26916, -0.33996)
H (-0.34476, 1.33269, 0.76143)
H (-0.13462, 0.94106, -0.96265)
H (-1.24797, -1.05119, -0.55509)
H (-2.27385, 0.14449, 0.01377)
N (-1.34684, -0.34038, 0.21636)

Forces on atoms 1 to 2 (eV/Å):
C 0.70 1.46 1.42
C -0.19 0.51 1.60

Calculated values
LUMO energy: 1.2 eV
F_max: 2.40 eV Å⁻¹
energy above the lowest of the compared OMol25 structures with the same formula, charge and spin: 43.20 kJ/mol
charge: 0
HOMO energy: -9.37 eV



2 unconnected molecules or ions with the total composition C3H4N2O, computed with wB97M-V/def2-TZVPD.

Geometry (Å):
C (1.24365, -0.15731, 1.81394)
C (0.51153, -0.93970, 0.94337)
C (-0.00683, 0.38486, -0.65171)
N (1.75636, 0.69489, 2.40843)
N (-1.23755, 0.38947, -1.26659)
O (0.19990, -2.08321, 0.89343)
H (0.89398, 0.15827, -1.35296)
H (0.08064, 1.25750, -0.13551)
H (-1.99781, 0.63224, -0.71629)
H (-1.44387, -0.33700, -1.93611)

Forces on atoms 1 to 2 (eV/Å):
C 1.54 1.47 2.19
C -2.44 0.72 -4.62

Calculated values
LUMO energy: -0.3 eV
F_max: 5.27 eV Å⁻¹
energy above the lowest of the compared OMol25 structures with the same formula, charge and spin: 340.85 kJ/mol
charge: 0
HOMO energy: -8.33 eV



A molecular structure, C4H10N2O2, computed with wB97M-V/def2-TZVPD.

Geometry (Å):
C (-1.18885, 1.49588, -0.13326)
C (-0.40801, 0.46216, 0.66739)
O (-1.08690, 0.10408, 1.83432)
N (0.92836, 0.81468, 0.97443)
H (-1.33261, -0.83235, 1.72859)
H (1.35119, 1.29429, 0.17939)
H (-1.36792, 2.35973, 0.50621)
H (-0.65287, 1.82536, -1.02150)
H (-2.14665, 1.06478, -0.42237)
C (0.26389, -0.76921, -1.61756)
C (-0.09743, -0.96307, -0.16247)
N (1.57307, -0.75366, 0.81228)
O (-0.77632, -1.92458, 0.20581)
H (2.58993, -0.80751, 0.72076)
H (1.28373, -1.17115, 1.69440)
H (1.16723, -0.16962, -1.73597)
H (-0.54113, -0.28328, -2.16425)
H (0.44131, -1.74653, -2.06619)

Forces on atoms 1 to 2 (eV/Å):
C 0.33 -0.07 0.42
C -0.28 -2.40 -1.24

Calculated values
LUMO energy: 0.7 eV
F_max: 3.62 eV Å⁻¹
energy above the lowest of the compared OMol25 structures with the same formula, charge and spin: 381.84 kJ/mol
charge: 0
HOMO energy: -8.78 eV



2 unconnected molecules or ions with the total composition Br2ClHNP, computed with wB97M-V/def2-TZVPD.

Geometry (Å):
N (-0.15132, -1.33991, -0.68954)
P (0.15707, 0.05003, -0.09324)
Cl (-2.00625, 1.87751, 0.04638)
Br (1.58090, 1.24770, -1.29223)
Br (0.98727, -0.00063, 1.92993)
H (-0.56768, -1.83469, 0.09870)

Forces on atoms 1 to 2 (eV/Å):
N -0.12 0.92 0.33
P -0.37 1.67 -0.48

Calculated values
LUMO energy (spin up / spin down): -3.0 / -3.0 eV
F_max: 2.70 eV Å⁻¹
energy above the lowest of the compared OMol25 structures with the same formula, charge and spin: 95.97 kJ/mol
charge: 0
HOMO energy (spin up / spin down): -10.33 / -10.33 eV



A molecular structure, C9H11N3ORhS4Sb, computed with wB97M-V/def2-TZVPD.

Geometry (Å):
Rh (0.26801, 0.23518, 1.81390)
S (0.97974, -1.26542, 6.53357)
Sb (0.26918, -1.99696, 4.50895)
S (1.87858, -1.06327, 2.85582)
S (-1.08762, -0.09489, 3.57662)
O (2.55813, 2.12231, 1.08286)
N (1.60862, 1.55346, 0.65519)
C (-0.25517, -0.98335, 0.73730)
C (-0.90036, -1.85536, -0.08458)
C (-0.51042, -3.22515, -0.17288)
C (-1.15238, -4.06368, -1.04876)
C (-2.18467, -3.60088, -1.87171)
C (-2.56992, -2.26451, -1.78845)
C (-1.95991, -1.39191, -0.91505)
H (0.28901, -3.57684, 0.46498)
H (-0.85110, -5.10278, -1.10143)
H (-2.68156, -4.27170, -2.55879)
H (-3.37553, -1.89891, -2.41389)
H (-2.27313, -0.35818, -0.83918)
C (1.96071, 4.03978, -1.32685)
N (0.95702, 3.76213, -0.30256)
C (0.58338, 2.40510, -0.13522)
N (0.34223, 1.75053, -1.39389)
S (-0.80449, 2.19584, 1.04094)
H (2.17446, 5.10720, -1.31146)
H (1.54795, 3.79501, -2.30444)
H (2.90400, 3.49839, -1.18716)
H (1.24006, 4.13365, 0.59530)
H (1.20855, 1.52741, -1.87399)
H (-0.16340, 0.88780, -1.23514)

Forces on atoms 1 to 2 (eV/Å):
Rh 0.45 -0.13 0.79
S 0.00 -0.04 -0.05

Calculated values
LUMO energy (spin up / spin down): 1.6 / 1.4 eV
<S²>: 0.838
F_max: 1.04 eV Å⁻¹
spin multiplicity: 2
energy above the lowest of the compared OMol25 structures with the same formula, charge and spin: 111.16 kJ/mol
charge: -1
HOMO energy (spin up / spin down): -3.93 / -3.92 eV



A gas-phase ion, C5H6O2P (charge -1), computed with wB97M-V/def2-TZVPD.

Geometry (Å):
C (-0.14237, -0.12439, -1.21617)
C (0.82250, -1.01066, -1.21794)
C (0.36161, 0.02917, 1.11658)
C (-0.49971, 0.38659, 0.17400)
C (-1.62717, 1.39253, 0.44558)
O (1.58473, -2.59034, 0.80887)
O (3.13780, -0.57179, 0.30908)
P (1.72020, -1.15362, 0.33317)
H (-0.76791, 0.00229, -2.09539)
H (0.93213, -1.25708, -2.25151)
H (0.24756, 0.26312, 2.14097)
H (-2.25495, 1.28725, -0.42994)
H (-1.37422, 2.40781, 0.65327)
H (-2.14020, 0.93913, 1.22943)

Forces on atoms 1 to 2 (eV/Å):
C -1.98 0.52 2.08
C 0.52 0.72 -1.58

Calculated values
LUMO energy: 3.7 eV
F_max: 2.92 eV Å⁻¹
energy above the lowest of the compared OMol25 structures with the same formula, charge and spin: 87.33 kJ/mol
charge: -1
HOMO energy: -4.57 eV



C8H12 in the gas phase, computed with wB97M-V/def2-TZVPD.

Geometry (Å):
C (-1.94250, -1.89079, -1.22038)
C (-0.87658, -1.77562, -0.16764)
C (-0.46176, -0.43324, 0.12946)
C (0.92931, -0.22083, -0.53628)
C (1.82501, 0.29984, 1.86252)
C (0.87423, 0.42125, 0.78685)
C (0.36787, 1.87632, 0.73391)
C (0.56574, 2.63488, -0.35156)
H (-2.90868, -1.73916, -0.70243)
H (-2.05679, -2.85163, -1.71463)
H (-1.90286, -1.19071, -2.05882)
H (-1.19082, 0.35710, 0.26895)
H (-1.00646, -2.57147, 0.56453)
H (1.47859, -1.15438, -0.47913)
H (0.74406, 0.11931, -1.55315)
H (2.87024, 0.29792, 1.56018)
H (1.63423, -0.29665, 2.73715)
H (0.10752, 2.18445, 1.73821)
H (0.76122, 2.28185, -1.34884)
H (0.18843, 3.65158, -0.24892)

Forces on atoms 1 to 2 (eV/Å):
C -0.93 0.38 0.13
C -1.54 0.81 0.56

Calculated values
LUMO energy: -1.4 eV
F_max: 2.26 eV Å⁻¹
energy above the lowest of the compared OMol25 structures with the same formula, charge and spin: 743.99 kJ/mol
charge: 0
HOMO energy: -6.06 eV



A molecular structure, C18H14F5IMgN2S, computed with wB97M-V/def2-TZVPD.

Geometry (Å):
C (0.76319, 2.94928, 1.45063)
C (3.02373, 0.67106, -0.26226)
H (0.26671, 3.91930, 1.40816)
H (1.84773, 3.08137, 1.06739)
H (1.00741, 2.91414, 2.51507)
H (3.38452, 0.48683, -1.27995)
H (3.33440, 1.64098, 0.20382)
H (3.24822, -0.16209, 0.40059)
C (-2.36808, 1.32432, -0.35655)
C (-3.62944, 1.15058, -0.96391)
C (-3.77947, 0.11896, -1.89426)
C (-2.67512, -0.70570, -2.12329)
H (-2.23222, 2.11643, 0.38784)
H (-4.44682, 1.82125, -0.71803)
H (-4.70882, -0.03406, -2.43836)
H (-2.72778, -1.50309, -2.84308)
N (-1.29412, 0.57104, -0.64074)
C (-1.45568, -0.49983, -1.44306)
C (-0.34201, -1.46700, -1.63356)
N (0.86939, -1.13592, -1.16369)
C (1.89075, -1.96932, -1.33151)
C (0.53572, -3.57176, -2.48011)
C (1.78536, -3.21108, -1.98475)
H (2.83888, -1.61614, -0.93006)
H (2.67556, -3.82685, -2.09564)
C (-0.53549, -2.71469, -2.27089)
H (-1.52262, -2.96740, -2.63683)
H (0.40357, -4.50990, -3.01940)
Mg (1.12985, 1.43796, 0.24987)
I (0.94473, 2.74312, -2.57998)
F (1.56063, 0.76912, 7.27286)
C (1.19922, 0.52341, 6.00024)
C (-0.02759, 0.97951, 5.51462)
F (-0.83829, 1.69263, 6.32508)
C (-0.43079, 0.66069, 4.22303)
F (-1.59411, 1.16092, 3.75065)
C (0.36610, -0.13673, 3.35616)
S (-0.05056, -0.50618, 1.77219)
C (1.60727, -0.56845, 3.88876)
F (2.43995, -1.25872, 3.07757)
C (2.00832, -0.26659, 5.18151)
F (3.15362, -0.78589, 5.66968)

Forces on atoms 1 to 2 (eV/Å):
C 1.60 1.14 1.58
C 2.37 0.39 -0.13

Calculated values
LUMO energy (spin up / spin down): -2.6 / -3.2 eV
F_max: 3.50 eV Å⁻¹
energy above the lowest of the compared OMol25 structures with the same formula, charge and spin: 549.45 kJ/mol
charge: 0
HOMO energy (spin up / spin down): -7.79 / -8.04 eV



Please write out number 7 again, unchanged.
C8H12 in the gas phase, computed with wB97M-V/def2-TZVPD.

Geometry (Å):
C (-1.94250, -1.89079, -1.22038)
C (-0.87658, -1.77562, -0.16764)
C (-0.46176, -0.43324, 0.12946)
C (0.92931, -0.22083, -0.53628)
C (1.82501, 0.29984, 1.86252)
C (0.87423, 0.42125, 0.78685)
C (0.36787, 1.87632, 0.73391)
C (0.56574, 2.63488, -0.35156)
H (-2.90868, -1.73916, -0.70243)
H (-2.05679, -2.85163, -1.71463)
H (-1.90286, -1.19071, -2.05882)
H (-1.19082, 0.35710, 0.26895)
H (-1.00646, -2.57147, 0.56453)
H (1.47859, -1.15438, -0.47913)
H (0.74406, 0.11931, -1.55315)
H (2.87024, 0.29792, 1.56018)
H (1.63423, -0.29665, 2.73715)
H (0.10752, 2.18445, 1.73821)
H (0.76122, 2.28185, -1.34884)
H (0.18843, 3.65158, -0.24892)

Forces on atoms 1 to 2 (eV/Å):
C -0.93 0.38 0.13
C -1.54 0.81 0.56

Calculated values
LUMO energy: -1.4 eV
F_max: 2.26 eV Å⁻¹
energy above the lowest of the compared OMol25 structures with the same formula, charge and spin: 743.99 kJ/mol
charge: 0
HOMO energy: -6.06 eV